{"formula": "C42H98N14O14", "method": "the ωB97M-V functional and the def2-TZVPD basis", "symbols": ["C", "O", "N", "C", "C", "H", "H", "H", "H", "H", "H", "H", "C", "O", "N", "C", "C", "H", "H", "H", "H", "H", "H", "H", "C", "O", "N", "C", "C", "H", "H", "H", "H", "H", "H", "H", "C", "O", "N", "C", "C", "H", "H", "H", "H", "H", "H", "H", "C", "O", "N", "C", "C", "H", "H", "H", "H", "H", "H", "H", "C", "O", "N", "C", "C", "H", "H", "H", "H", "H", "H", "H", "C", "O", "N", "C", "C", "H", "H", "H", "H", "H", "H", "H", "C", "O", "N", "C", "C", "H", "H", "H", "H", "H", "H", "H", "C", "O", "N", "C", "C", "H", "H", "H", "H", "H", "H", "H", "C", "O", "N", "C", "C", "H", "H", "H", "H", "H", "H", "H", "C", "O", "N", "C", "C", "H", "H", "H", "H", "H", "H", "H", "C", "O", "N", "C", "C", "H", "H", "H", "H", "H", "H", "H", "C", "O", "N", "C", "C", "H", "H", "H", "H", "H", "H", "H", "C", "O", "N", "C", "C", "H", "H", "H", "H", "H", "H", "H"], "xyz": [[4.69193, 1.32831, 4.83927], [5.47231, 2.17403, 4.48821], [3.61688, 1.50730, 5.70044], [3.37827, 2.81119, 6.25283], [2.90236, 0.32960, 6.10141], [4.75983, 0.24657, 4.52416], [2.95295, 2.70526, 7.25141], [2.64002, 3.38096, 5.66510], [4.31243, 3.38071, 6.33296], [3.25663, -0.44748, 5.50554], [3.07831, 0.17229, 7.17898], [1.85255, 0.43699, 5.77494], [-3.13896, 1.11692, -3.98814], [-3.18132, -0.10115, -4.02780], [-2.39274, 1.85712, -4.79893], [-2.28996, 3.32548, -4.59995], [-1.38434, 1.32517, -5.70243], [-3.76094, 1.63851, -3.20685], [-1.22186, 3.64362, -4.51735], [-2.86147, 3.51535, -3.70573], [-2.75372, 3.91557, -5.37995], [-1.77765, 0.37593, -6.06500], [-1.31308, 2.05130, -6.51412], [-0.40462, 1.15168, -5.24767], [1.93443, -3.66356, 2.13263], [1.13158, -3.66228, 3.03003], [2.23705, -4.71017, 1.31110], [2.83429, -4.46889, 0.02818], [1.51271, -5.93306, 1.43910], [2.66914, -2.87878, 1.88879], [3.90422, -4.31149, 0.05240], [2.36906, -3.58916, -0.43738], [2.51615, -5.30215, -0.63133], [1.20478, -6.12662, 2.41070], [0.60784, -5.92254, 0.81369], [2.14415, -6.77255, 1.08043], [-2.68600, 2.53602, 4.72428], [-1.62529, 2.82823, 4.17914], [-3.84915, 2.58516, 4.07728], [-3.85742, 2.77170, 2.65768], [-5.07124, 1.95852, 4.62951], [-2.78484, 2.13489, 5.70113], [-3.32713, 3.69227, 2.39103], [-4.85488, 2.85619, 2.26295], [-3.29377, 1.99895, 2.12356], [-5.91191, 2.23019, 4.00098], [-4.89131, 0.89248, 4.47117], [-5.17061, 2.04070, 5.68374], [1.08614, 3.91960, 0.56914], [1.28689, 4.24711, -0.56358], [1.81416, 2.95982, 1.17437], [1.52356, 2.48742, 2.52958], [2.98370, 2.55607, 0.47492], [0.28388, 4.35919, 1.26130], [1.34217, 1.42468, 2.48875], [0.69696, 3.02247, 2.88259], [2.35733, 2.66924, 3.20926], [3.86060, 2.67631, 1.13704], [2.97837, 1.47799, 0.21148], [3.13323, 3.04941, -0.43893], [3.78773, 2.01694, -4.75742], [3.43970, 0.89008, -5.08979], [3.15601, 2.87953, -4.03044], [3.84811, 4.08476, -3.47437], [1.85235, 2.62048, -3.45820], [4.66833, 2.46840, -5.19191], [3.12120, 4.86450, -3.38119], [4.67728, 4.28369, -4.15062], [4.24559, 3.79456, -2.49892], [1.90871, 2.59007, -2.34015], [1.14927, 3.40188, -3.81601], [1.48575, 1.59037, -3.84895], [-2.19349, -4.01730, 0.96761], [-2.32926, -2.84283, 1.20440], [-2.95959, -4.92154, 0.36084], [-2.53940, -6.34055, 0.15017], [-4.29722, -4.55221, -0.09956], [-1.25619, -4.56761, 1.19361], [-2.49653, -6.56838, -0.93404], [-3.26728, -7.02388, 0.55328], [-1.58946, -6.45655, 0.65580], [-5.09831, -4.99016, 0.52633], [-4.44055, -3.54266, 0.11198], [-4.44809, -4.74826, -1.16060], [3.50090, -2.05502, -2.78237], [4.22897, -2.33281, -1.84072], [3.72383, -2.41288, -4.05594], [2.71772, -2.09571, -5.05559], [4.74909, -3.29097, -4.41135], [2.58816, -1.43242, -2.69492], [3.20664, -1.76743, -5.96151], [2.11837, -1.28923, -4.54899], [2.17325, -3.01732, -5.33410], [4.23508, -4.18675, -4.74638], [5.41023, -2.87965, -5.15348], [5.29432, -3.55151, -3.54576], [-2.54143, -1.73339, 6.00752], [-2.92717, -0.58614, 6.24465], [-2.28265, -2.25016, 4.81052], [-1.61037, -3.52861, 4.68443], [-2.36623, -1.27014, 3.69714], [-2.35335, -2.47620, 6.76543], [-2.24423, -4.29949, 4.34898], [-1.23263, -3.88937, 5.63662], [-0.75599, -3.36358, 3.93036], [-3.08309, -1.57770, 3.02015], [-2.54648, -0.33034, 4.21117], [-1.41750, -1.30427, 3.17545], [0.21349, -3.61975, -2.65147], [1.19904, -4.17816, -3.10677], [-0.89281, -3.20903, -3.30582], [-2.00570, -2.66599, -2.58437], [-0.87893, -3.14696, -4.80253], [0.04091, -3.46367, -1.56034], [-2.88643, -3.28641, -2.68276], [-2.28832, -1.70480, -3.01409], [-1.72904, -2.52847, -1.51273], [-1.52342, -3.88173, -5.21003], [-1.06874, -2.07903, -5.14211], [0.06738, -3.48848, -5.13266], [-0.40835, 0.34398, -1.73458], [0.33389, -0.11031, -2.56226], [-0.36071, 0.22849, -0.42385], [-1.13500, 0.96532, 0.51546], [0.53455, -0.80192, 0.13775], [-1.29974, 0.93756, -2.01633], [-0.46279, 1.47421, 1.24235], [-1.75714, 0.26836, 1.04156], [-1.84388, 1.60698, -0.01377], [1.03601, -0.33665, 0.93054], [-0.02306, -1.63749, 0.42205], [1.18946, -1.21012, -0.58229], [5.22879, -0.50242, 0.69827], [5.24868, -0.63130, 1.91794], [6.11614, 0.34408, 0.10188], [6.06506, 0.41090, -1.37242], [7.04655, 1.17091, 0.78524], [4.52750, -0.99149, 0.10929], [5.41806, 1.18488, -1.76065], [5.73276, -0.56968, -1.81055], [7.03087, 0.75226, -1.76886], [6.96580, 1.03671, 1.87890], [8.08511, 0.90266, 0.60117], [6.74353, 2.16032, 0.44987], [-5.45581, -0.51303, 1.32817], [-6.27275, -0.05199, 2.11714], [-5.36455, -0.34553, -0.02757], [-4.16794, -0.80280, -0.77804], [-6.41738, 0.39493, -0.72828], [-4.65186, -1.16517, 1.67846], [-3.67272, 0.10636, -1.19981], [-4.33386, -1.47894, -1.68676], [-3.50942, -1.26674, -0.08730], [-6.91838, 1.08217, -0.03416], [-5.98863, 0.88130, -1.65903], [-7.21235, -0.36335, -1.01508], [-2.19780, 4.33486, -1.10373], [-2.97718, 3.43496, -1.37214], [-2.53795, 5.49870, -0.44035], [-1.56952, 6.58464, -0.23244], [-3.91414, 5.71499, 0.00673], [-1.13631, 4.35106, -1.28439], [-1.91056, 7.49219, -0.72514], [-0.60273, 6.31298, -0.67549], [-1.38777, 6.79159, 0.81354], [-4.58458, 5.09537, -0.56613], [-3.92789, 5.53991, 1.10246], [-4.08014, 6.76092, -0.22292]], "forces_ev_per_angstrom": [[-1.0, -1.1, 0.8], [0.2, 0.6, -0.2], [2.0, 0.1, -1.5], [-0.4, 0.3, 0.4], [-1.2, 1.7, 0.6], [0.1, 0.8, 0.0], [0.0, 0.0, 0.1], [0.3, -0.1, 0.1], [-0.2, -0.2, -0.2], [0.8, -1.6, -0.6], [-0.6, -0.3, -0.4], [0.1, -0.1, 0.9], [-0.7, -0.6, 0.9], [0.0, -0.5, -0.1], [1.2, 2.4, -0.2], [0.2, -0.8, 0.4], [-0.9, -0.5, -0.2], [0.6, 0.2, -0.8], [-0.8, -0.3, 0.2], [0.2, 0.4, 0.5], [0.0, -0.2, -0.6], [0.3, 0.0, -0.2], [0.2, -0.3, -0.1], [-0.2, 0.2, 0.2], [1.7, -0.7, -1.2], [-0.5, 0.1, 0.5], [-0.7, 0.1, 1.2], [-0.8, 0.3, -1.3], [0.2, -0.8, -2.1], [-0.4, 0.7, 0.3], [0.2, -0.2, -0.1], [0.3, -0.1, 0.0], [0.7, 0.5, 0.3], [-0.4, -0.2, 1.9], [0.1, -0.1, -0.1], [-0.3, 0.4, 0.3], [0.5, 0.2, -1.6], [0.2, 0.0, 0.3], [-1.6, 0.2, 0.3], [1.1, 0.8, -0.7], [1.5, -1.4, -1.4], [0.2, -0.2, 1.4], [0.0, 0.0, 0.2], [-0.4, -0.2, 0.0], [-0.2, -0.3, 0.1], [-0.2, 0.3, 0.5], [-0.6, -0.2, 0.0], [-0.2, 0.8, 0.8], [-0.9, -0.6, 2.6], [-0.4, 1.3, -1.9], [-0.6, 0.7, 0.3], [1.7, -0.1, -1.1], [1.5, -2.5, 1.4], [0.7, -0.4, -0.9], [-0.2, -0.4, 0.2], [-1.5, 0.5, 0.6], [0.2, 0.0, -0.1], [-0.2, 0.1, -0.3], [-0.2, 0.3, 0.2], [0.0, 1.0, -0.9], [0.8, -1.7, -2.1], [-0.2, 0.2, 0.3], [-1.3, 2.5, 2.4], [0.0, -2.2, -0.7], [-0.9, -1.9, -0.3], [1.0, 0.0, -0.1], [-0.1, 0.6, 0.0], [0.0, 0.5, 0.1], [0.0, 0.4, 0.1], [-0.3, 0.1, -1.0], [0.3, -0.3, 0.5], [0.7, 1.8, 0.8], [2.3, -1.9, 0.0], [-0.9, 0.7, -0.2], [-2.0, -0.9, -0.9], [-0.3, 1.5, -0.5], [-0.2, -1.3, 0.6], [0.3, 0.6, 0.5], [0.3, 0.3, 0.5], [-0.3, -0.1, 0.5], [0.2, -0.3, -0.2], [0.4, -0.5, -0.5], [0.1, 2.0, -0.1], [0.0, -0.1, 0.1], [-0.1, 0.3, -0.5], [0.1, 0.0, 0.4], [-1.3, 1.4, 0.4], [-0.2, 0.1, 0.9], [-0.1, -1.1, -0.4], [0.2, -0.1, 0.2], [0.1, 0.6, -0.1], [0.1, -0.9, -1.3], [-0.1, 0.5, 0.4], [0.4, -0.5, -0.5], [0.2, 0.1, -0.5], [0.8, -0.2, 1.0], [-0.3, 0.9, 0.4], [0.1, -0.8, 0.1], [-0.2, 0.9, -0.5], [1.9, 1.3, -1.3], [1.8, -0.8, 1.9], [0.0, -0.3, 1.0], [-1.0, -0.9, -0.8], [0.3, 0.4, 0.2], [-1.2, -0.7, 1.4], [-1.7, -0.3, -1.3], [-0.1, 0.2, -0.6], [0.3, 0.3, -0.1], [-0.6, -0.5, 0.4], [-0.2, 0.5, 0.0], [1.0, -0.1, -1.6], [0.1, 0.8, 0.4], [-0.1, 1.5, 1.5], [0.5, -0.1, -0.1], [-0.3, -0.5, 0.2], [0.1, 0.1, 0.2], [-0.3, -0.2, -0.7], [-1.3, -0.3, -0.4], [0.0, -1.4, 0.4], [1.2, 0.1, -0.1], [-2.1, 1.7, -0.4], [1.1, -1.1, -0.9], [1.8, -1.8, 0.5], [-0.3, 0.2, 0.2], [-0.9, 1.4, -1.0], [0.1, 0.3, -0.2], [-0.7, 0.0, -0.6], [-0.4, -0.4, 0.8], [0.4, 0.4, 0.1], [1.0, 0.2, 1.4], [-1.2, -1.2, 1.2], [1.0, 0.2, -1.0], [2.5, 2.0, 2.7], [-0.6, -0.5, 0.1], [-1.4, -1.9, -2.3], [0.4, -0.4, -0.1], [-0.2, 0.0, 1.1], [-1.2, -1.0, -1.7], [-0.8, 0.3, 0.2], [0.5, 1.0, 0.5], [0.1, -0.7, 0.2], [-0.5, 0.3, -0.5], [0.1, 0.2, -0.7], [0.9, 0.6, 0.5], [0.2, 0.0, -0.2], [0.2, -0.1, -1.1], [-0.1, 0.1, 0.1], [-0.9, 1.1, -1.4], [-0.4, -1.0, -0.8], [0.3, -0.1, 0.1], [-0.2, -0.6, 0.3], [-0.3, 0.8, 1.4], [0.7, -0.6, 0.5], [0.4, 0.1, -0.3], [-0.6, -0.4, 1.2], [0.8, 1.0, -0.1], [-0.8, 1.6, 1.3], [0.2, 0.0, 0.0], [0.3, -1.0, -0.7], [0.1, -0.8, -0.6], [1.4, 0.4, 0.4], [0.8, -0.4, -0.5], [-0.1, 0.1, 0.0], [-0.2, -0.1, 0.1], [-0.2, 0.0, 0.4], [-0.2, -0.3, 0.1], [-0.5, 0.1, -0.6], [-0.6, 0.2, 0.3]], "relative_energy_kcal_mol": 210.8, "charge": 0, "e_homo_ev": -8.650, "lumo_energy_ha": 0.017, "gap_ev": 9.1}